C43H57AsFIN7O7PSc as an isolated structure at a distorted geometry, computed with ωB97M-V/def2-TZVPD.

Atoms and positions in Å:
Sc (1.281, 0.023, 0.918)
C (3.167, 0.307, -3.515)
C (2.435, -0.089, -2.367)
N (2.222, 0.694, -1.320)
C (2.743, 1.926, -1.350)
C (3.497, 2.387, -2.481)
C (3.640, 1.580, -3.577)
C (3.929, 3.754, -2.546)
C (3.725, 4.608, -1.543)
C (2.933, 4.219, -0.404)
C (2.599, 5.090, 0.631)
C (1.805, 4.659, 1.656)
C (1.414, 3.323, 1.717)
N (1.854, 2.430, 0.818)
C (2.513, 2.867, -0.275)
H (3.343, -0.384, -4.296)
H (2.056, -1.083, -2.289)
H (4.198, 2.001, -4.392)
H (4.546, 4.035, -3.406)
H (4.076, 5.631, -1.516)
H (2.954, 6.083, 0.571)
H (1.416, 5.362, 2.410)
H (0.811, 2.944, 2.546)
F (-2.184, 1.378, -5.025)
C (-2.766, 1.445, -3.802)
C (-1.999, 1.309, -2.700)
C (-2.558, 1.496, -1.440)
C (-1.698, 1.264, -0.243)
O (-0.463, 1.232, -0.359)
C (-2.407, 0.942, 0.961)
C (-3.736, 1.300, 1.014)
N (-4.468, 1.730, -0.031)
C (-5.836, 2.141, 0.060)
C (-6.157, 3.622, -0.076)
C (-6.239, 2.928, 1.261)
C (-3.916, 1.703, -1.295)
C (-4.726, 1.823, -2.461)
C (-4.157, 1.683, -3.682)
N (-4.862, 1.737, -4.910)
C (-6.140, 2.424, -4.990)
C (-6.380, 2.836, -6.442)
N (-6.370, 1.649, -7.344)
C (-5.089, 0.823, -7.155)
C (-4.856, 0.512, -5.683)
C (-1.714, 0.459, 2.211)
O (-2.379, 0.353, 3.240)
O (-0.442, 0.174, 2.131)
H (-0.934, 1.098, -2.775)
H (-4.221, 1.143, 1.973)
H (-6.578, 1.410, -0.341)
H (-7.090, 3.881, -0.500)
H (-5.289, 4.324, -0.264)
H (-7.192, 2.723, 1.630)
H (-5.437, 3.131, 1.933)
H (-5.773, 1.972, -2.380)
H (-6.137, 3.420, -4.506)
H (-6.940, 1.757, -4.550)
H (-5.641, 3.552, -6.766)
H (-7.401, 3.288, -6.562)
H (-6.533, 1.972, -8.334)
H (-7.126, 1.003, -7.034)
H (-4.319, 1.475, -7.541)
H (-5.277, -0.036, -7.802)
H (-3.924, -0.060, -5.608)
H (-5.630, -0.194, -5.343)
I (-0.255, -1.948, -1.149)
N (2.989, 1.409, 5.106)
C (1.985, 0.495, 5.457)
C (1.359, 0.188, 4.293)
N (2.001, 0.824, 3.272)
C (2.963, 1.553, 3.773)
H (3.649, 1.852, 5.728)
H (1.837, 0.209, 6.467)
H (0.550, -0.504, 4.110)
H (3.664, 2.174, 3.233)
C (-3.487, -4.778, 3.707)
As (-2.902, -3.541, 2.244)
C (-2.674, -4.786, 0.747)
C (-1.050, -3.236, 2.920)
H (-2.902, -5.685, 3.682)
H (-4.553, -5.015, 3.655)
H (-3.246, -4.300, 4.651)
H (-2.110, -5.674, 1.079)
H (-2.155, -4.258, -0.025)
H (-3.654, -5.113, 0.412)
H (-0.557, -4.151, 3.115)
H (-1.254, -2.665, 3.779)
H (-0.576, -2.627, 2.131)
C (4.618, -5.301, 0.983)
C (3.714, -4.151, 0.598)
C (3.931, -3.860, -0.880)
C (2.224, -4.452, 0.902)
O (4.156, -2.975, 1.391)
P (3.472, -1.601, 1.745)
O (3.655, -0.461, 0.745)
O (1.948, -1.635, 1.931)
O (4.085, -1.289, 3.153)
C (5.428, -1.366, 3.645)
C (5.611, -0.060, 4.469)
C (5.448, -2.565, 4.584)
C (6.420, -1.552, 2.544)
H (4.451, -6.152, 0.317)
H (4.430, -5.598, 2.014)
H (5.668, -5.079, 0.849)
H (3.484, -4.669, -1.509)
H (4.955, -3.811, -1.161)
H (3.369, -2.943, -1.062)
H (2.013, -5.456, 0.525)
H (1.598, -3.698, 0.467)
H (2.017, -4.513, 1.944)
H (4.934, -0.066, 5.359)
H (5.374, 0.834, 3.857)
H (6.621, 0.087, 4.768)
H (4.591, -2.503, 5.297)
H (6.404, -2.598, 5.102)
H (5.389, -3.474, 3.928)
H (6.346, -0.782, 1.674)
H (6.421, -2.496, 2.007)
H (7.431, -1.427, 2.964)

Results
spin multiplicity: 1
energy relative to the best compared isomer or geometry (same formula, charge and spin): 86.1 kJ/mol
net charge: +1
maximum force: 0.061 hartree/bohr